No. 1
Density functional theory data (ωB97M-V/def2-TZVPD) for a 2-piece molecular cluster, ClH3N2S overall.

The frontier orbital gap (spin up / spin down) comes out at 9.94 / 7.70 eV. The relative energy (zero: lowest compared OMol25 entry of this formula, charge and spin) comes out at 47.36 kcal/mol.

Each line ends with the Löwdin charge.
CARTESIAN COORDINATES (ANGSTROEM)
1 N 0.218 0.307 -2.055  0.0699
2 N 0.797 0.383 1.919  -0.4590
3 S 0.756 -0.840 1.030  0.4318
4 Cl -1.083 -1.810 1.076  0.0322
5 H -0.146 1.242 -1.898  -0.0356
6 H 0.047 1.015 2.133  -0.0011
7 H -0.588 -0.297 -2.205  -0.0382

***

No. 2
Density functional theory data (ωB97M-V/def2-TZVPD) for C7H9F2NOSi in the gas phase.

The frontier orbital gap (spin up / spin down) comes out at 7.33 / 7.08 eV. The relative energy (zero: lowest compared OMol25 entry of this formula, charge and spin) comes out at 54.94 kcal/mol.

Each line ends with the Löwdin charge.
CARTESIAN COORDINATES (ANGSTROEM)
1 C 0.115 1.390 -1.790  -0.0612
2 C 0.337 0.807 -0.595  -0.0562
3 C -0.267 0.446 -2.795  -0.0603
4 C -0.690 -0.777 -2.414  -0.1051
5 C -0.065 -0.486 -0.222  -0.2130
6 C 0.190 1.680 2.995  -0.1299
7 C -1.141 -2.699 -1.193  -0.0050
8 N -0.662 -1.381 -1.162  -0.0682
9 O 0.290 -0.846 1.052  -0.0399
10 F 0.915 -1.030 3.492  -0.0829
11 F 2.398 0.421 2.126  -0.0673
12 Si 0.860 0.072 2.323  0.2783
13 H 0.365 2.404 -1.862  0.0881
14 H 0.781 1.347 0.142  0.0634
15 H -0.419 0.538 -3.863  0.1066
16 H -1.030 -1.541 -3.193  0.1373
17 H 0.791 2.474 2.737  -0.0173
18 H -0.898 2.017 2.686  0.0817
19 H 0.113 1.599 4.179  0.0915
20 H -1.233 -3.171 -2.203  0.0589
21 H -0.752 -3.264 -0.441  0.0006

***

No. 3
Density functional theory data (ωB97M-V/def2-TZVPD) for C4H7FS3 as an isolated structure.

The frontier orbital gap comes out at 8.38 eV. The relative energy (zero: lowest compared OMol25 entry of this formula, charge and spin) comes out at 89.22 kcal/mol.

Each line ends with the Löwdin charge.
CARTESIAN COORDINATES (ANGSTROEM)
1 C -3.173 -0.212 0.008  -0.4910
2 C -0.415 0.151 0.179  -1.2289
3 C 1.095 -0.265 -0.093  -0.8106
4 C 2.081 0.701 -0.484  -0.2526
5 H -3.866 -0.627 -0.911  0.0600
6 H -2.773 0.999 -0.150  0.0444
7 H -3.734 -0.636 1.254  0.1555
8 H 0.844 -1.095 -0.816  0.0866
9 H 3.081 -0.943 0.843  -0.0653
10 H 2.099 1.756 -0.045  0.1395
11 H 1.958 0.948 -1.637  0.1619
12 F 3.380 0.080 -0.385  -0.1615
13 S -1.594 -1.105 -0.075  0.7632
14 S -0.758 1.332 1.018  0.8081
15 S 1.776 -1.084 1.295  0.7908

***

No. 4
Density functional theory data (ωB97M-V/def2-TZVPD) for C23H43Cl3N3O8SiYb as an isolated structure.

The spin multiplicity is 2. The frontier orbital gap (spin up / spin down) comes out at 8.44 / 7.96 eV. The relative energy (zero: lowest compared OMol25 entry of this formula, charge and spin) comes out at 6.91 kcal/mol. As for the expectation value of S²: 0.751.

Each line ends with the Löwdin spin population.
CARTESIAN COORDINATES (ANGSTROEM)
1 C -0.912 -2.215 -3.020  0.0000
2 C -0.400 -0.859 -3.385  0.0000
3 H -1.921 -2.356 -3.427  0.0000
4 H -0.933 -2.392 -1.928  0.0000
5 H -0.274 -2.994 -3.476  0.0000
6 C -0.767 -0.180 -4.481  0.0000
7 C -1.780 -0.617 -5.497  0.0000
8 H -0.267 0.762 -4.733  0.0000
9 H -2.324 -1.526 -5.207  0.0000
10 H -1.297 -0.796 -6.473  0.0000
11 H -2.501 0.201 -5.661  0.0000
12 Yb -0.069 0.492 1.057  1.0030
13 Cl -0.718 -2.021 0.852  -0.0012
14 C 2.321 2.288 -0.290  0.0000
15 O 1.171 2.402 0.169  -0.0003
16 N 3.161 3.322 -0.437  -0.0001
17 C 2.729 4.608 0.072  0.0000
18 C 4.512 3.248 -0.975  0.0000
19 H 2.705 1.305 -0.605  0.0000
20 H 1.824 4.406 0.655  0.0000
21 H 2.517 5.289 -0.759  0.0000
22 H 3.524 5.043 0.686  0.0000
23 H 4.766 2.208 -1.224  0.0000
24 H 5.230 3.654 -0.239  0.0000
25 H 4.607 3.871 -1.881  0.0000
26 H 1.587 0.579 6.323  0.0000
27 H 2.505 -1.394 5.755  0.0000
28 C 0.638 0.505 5.773  0.0000
29 C 1.532 -1.770 5.408  0.0000
30 N 0.733 -0.658 4.916  0.0000
31 H 0.458 1.395 5.168  0.0000
32 C 0.001 -0.710 3.802  0.0000
33 O -0.720 0.228 3.387  -0.0003
34 H 1.660 -2.491 4.593  0.0000
35 H 0.120 -1.643 3.215  0.0000
36 H -0.187 0.383 6.492  0.0000
37 H 1.033 -2.269 6.254  0.0000
38 H -2.597 -0.204 -2.126  0.0000
39 H -2.194 1.960 -3.454  0.0000
40 C -2.954 0.373 -1.261  0.0000
41 C -2.691 2.448 -2.605  0.0000
42 N -2.412 1.729 -1.372  -0.0001
43 H -2.616 -0.121 -0.343  0.0000
44 C -1.880 2.375 -0.322  0.0000
45 O -1.842 1.931 0.843  -0.0007
46 H -2.303 3.467 -2.488  0.0000
47 H -1.448 3.372 -0.581  0.0000
48 H -4.055 0.402 -1.294  0.0000
49 H -3.772 2.482 -2.797  0.0000
50 O 0.077 0.097 -1.266  0.0004
51 C 0.632 -0.259 -2.431  0.0002
52 C 0.981 2.195 -3.041  0.0000
53 C 1.464 0.893 -3.042  0.0000
54 H 0.017 2.402 -2.542  0.0000
55 C 1.702 3.211 -3.652  0.0000
56 H 1.336 -1.091 -2.257  0.0001
57 C 2.727 0.621 -3.550  0.0000
58 H 1.274 4.218 -3.688  0.0000
59 C 2.959 2.944 -4.208  0.0000
60 C 3.479 1.636 -4.144  0.0000
61 H 3.066 -0.418 -3.462  0.0000
62 H 3.526 3.758 -4.658  0.0000
63 H 4.461 1.420 -4.551  0.0000
64 Si -3.160 -4.523 2.460  0.0000
65 Cl -3.305 -4.098 0.409  0.0000
66 C -4.369 -3.301 3.223  0.0000
67 C -1.341 -4.651 2.902  0.0000
68 C -3.911 -6.208 2.941  0.0000
69 H -4.337 -2.309 2.750  0.0000
70 H -4.168 -3.189 4.296  0.0000
71 H -5.394 -3.691 3.116  0.0000
72 H -5.001 -6.276 2.786  0.0000
73 H -3.715 -6.311 4.022  0.0000
74 H -3.438 -7.057 2.427  0.0000
75 H -0.781 -3.804 2.462  0.0000
76 H -0.896 -5.570 2.499  0.0000
77 H -1.166 -4.667 3.988  0.0000
78 O 3.371 0.243 3.775  0.0000
79 Cl 2.773 0.918 2.644  0.0000
80 O 1.873 1.977 3.093  -0.0001
81 O 3.792 1.464 1.757  -0.0001
82 O 1.974 -0.087 1.864  -0.0008

***

No. 5
Density functional theory data (ωB97M-V/def2-TZVPD) for an isolated ion of composition C6H10BrN4O3 and charge +1.

The frontier orbital gap (spin up / spin down) comes out at 6.27 / 5.76 eV. The relative energy (zero: lowest compared OMol25 entry of this formula, charge and spin) comes out at 28.26 kcal/mol. As for the net charge: +1. The SMILES is CN/C(=C\[N+](=O)[O-])N=[N+]=C(Br)CCO.

Each line ends with the Löwdin charge.
CARTESIAN COORDINATES (ANGSTROEM)
1 C 1.629 -0.837 -0.028  -0.2701
2 C 2.156 -0.647 -1.303  0.1015
3 C -1.917 -0.262 0.014  -0.5481
4 C 1.933 -1.312 2.296  -0.0513
5 C -2.765 0.649 0.964  -0.1530
6 C -2.221 2.024 1.046  -0.2298
7 N 0.342 -0.927 0.180  0.2391
8 N -0.686 -0.340 0.047  0.1069
9 N 2.451 -1.150 0.996  0.0259
10 N 3.488 -0.929 -1.651  -0.3612
11 O 4.185 -1.244 -0.689  0.0490
12 O 3.899 -0.960 -2.808  0.1167
13 O -0.861 1.896 1.466  -0.0499
14 Br -2.809 -1.010 -1.566  0.8231
15 H 1.578 -0.321 -2.134  0.1271
16 H 1.408 -2.249 2.296  0.0895
17 H 1.160 -0.560 2.491  0.0937
18 H 2.768 -1.453 2.944  0.1014
19 H -2.720 0.018 1.911  0.1591
20 H -3.830 0.647 0.595  0.1322
21 H -2.386 2.626 0.111  0.1583
22 H -2.638 2.418 1.969  0.1340
23 H 3.467 -1.144 0.783  0.1300
24 H -0.359 2.663 1.324  0.0758

***

No. 6
Density functional theory data (ωB97M-V/def2-TZVPD) for an isolated ion of composition C7H8FO2 and charge -1.

The frontier orbital gap comes out at 7.90 eV. The relative energy (zero: lowest compared OMol25 entry of this formula, charge and spin) comes out at 8.85 kcal/mol. As for the net charge: -1. The SMILES is C=C/C(=C\[C@H](C)F)C(=O)[O-].

Each line ends with the Löwdin charge.
CARTESIAN COORDINATES (ANGSTROEM)
1 C 1.943 0.136 -1.106  0.0004
2 C 0.707 -0.360 -1.269  -0.1715
3 C -1.050 -0.812 1.311  -0.3817
4 C -1.291 0.088 0.132  -0.0112
5 C -0.733 1.582 -1.709  -0.6855
6 C 0.323 -0.678 1.937  -0.0388
7 C -0.450 0.318 -0.870  -0.2099
8 O 0.311 2.149 -2.116  -0.0702
9 O -1.895 2.026 -1.716  -0.0642
10 F -1.271 -2.118 0.845  -0.0655
11 H 2.756 -0.416 -1.441  0.0146
12 H 2.103 1.254 -1.014  0.0916
13 H 0.501 -1.453 -1.521  0.1395
14 H -1.836 -0.700 2.156  0.1430
15 H -2.046 0.885 0.334  0.1223
16 H 0.640 -1.479 2.501  0.0411
17 H 0.316 0.189 2.542  0.0686
18 H 0.973 -0.609 1.003  0.0774

***

No. 7
Density functional theory data (ωB97M-V/def2-TZVPD) for a 2-piece molecular cluster, C5H15N2 overall.

The frontier orbital gap comes out at 5.69 eV. The relative energy (zero: lowest compared OMol25 entry of this formula, charge and spin) comes out at 146.69 kcal/mol. As for the net charge: +1.

Each line ends with the Löwdin charge.
CARTESIAN COORDINATES (ANGSTROEM)
1 N -1.489 -1.442 -0.816  0.1007
2 C -1.733 -0.421 0.122  -0.4518
3 C -3.187 -0.177 0.309  -0.0514
4 C -0.852 0.897 -0.153  -0.1719
5 N 0.294 0.752 -0.913  0.1397
6 C 1.194 1.803 -0.673  -0.0947
7 C 3.621 -1.336 0.924  -0.0380
8 H 3.095 -2.244 1.006  0.0029
9 H -0.433 -1.522 -0.911  0.1236
10 H -1.859 -1.392 -1.746  0.1064
11 H -1.472 -0.757 1.149  0.1637
12 H -3.587 0.287 -0.546  0.0750
13 H -3.673 -1.146 0.438  0.1095
14 H -3.174 0.400 1.231  0.0983
15 H -1.668 1.618 -0.566  0.2298
16 H -0.811 1.359 0.873  0.1533
17 H 0.748 2.844 -1.160  0.2014
18 H 1.496 2.015 0.442  0.1587
19 H 2.084 1.449 -1.268  0.1040
20 H 3.719 -1.258 -0.145  0.0012
21 H 4.633 -1.328 1.338  0.0369
22 H 3.054 -0.401 1.064  0.0026

***

Among the records above, which one has the highest relative energy (zero: lowest compared OMol25 entry of this formula, charge and spin)?
C5H15N2

***

The lowest relative energy (zero: lowest compared OMol25 entry of this formula, charge and spin) belongs to which entry?
C23H43Cl3N3O8SiYb